# C10H18CuN7O5

A structure of composition C10H18CuN7O5 in a non-equilibrium geometry (ωB97M-V with the def2-TZVPD basis set, OMol25).

Geometry as XYZ:
```
41
Properties=species:S:1:pos:R:3
Cu 1.977 -1.325 -2.957
N -0.143 -1.319 -0.269
O 0.540 -0.829 -1.192
O -0.576 -2.446 -0.264
O -0.440 -0.541 0.600
C 2.851 -3.368 -0.448
O 2.342 -2.821 -1.427
N 2.157 -3.741 0.608
N 4.138 -3.368 -0.213
H 1.173 -3.657 0.395
H 2.528 -4.105 1.473
H 4.565 -3.383 0.702
H 4.705 -3.074 -0.995
C 3.744 0.355 -1.002
O 3.532 -0.053 -2.125
N 2.843 0.414 -0.013
N 4.963 0.706 -0.669
H 1.875 0.135 -0.084
H 3.096 0.620 0.942
H 5.664 0.527 -1.373
H 5.064 1.304 0.139
N -1.296 1.789 -0.845
C -0.997 2.876 -0.058
C -1.215 3.945 -0.865
C -1.770 3.522 -2.081
C -1.687 2.126 -2.099
H -1.040 0.863 -0.534
H -0.665 2.819 0.968
H -1.060 4.969 -0.558
H -2.021 4.100 -2.958
H -1.715 1.383 -2.883
N -3.160 -0.170 1.891
C -4.285 -0.761 1.232
C -5.416 -0.100 1.732
C -5.031 0.969 2.523
C -3.646 0.816 2.687
H -2.192 -0.334 1.653
H -4.111 -1.665 0.668
H -6.457 -0.307 1.533
H -5.800 1.585 2.965
H -3.033 1.545 3.196
```

Values from the calculation:
* E_LUMO (spin up / spin down): -2.904 / -6.887 eV
* orbital gap (spin up / spin down): 7.26 / 3.22 eV
* charge: +1
* E_tot: -75959.5378 eV
* spin multiplicity: 2

Atomic partial charges in e from the natural (NBO) method, atoms 1 to 8: atom 1 (Cu): 0.956, atom 2 (N): 0.742, atom 3 (O): -0.603, atom 4 (O): -0.475, atom 5 (O): -0.579, atom 6 (C): 0.786, atom 7 (O): -0.774, atom 8 (N): -0.831

---

# C10H18FO3P

The molecule C10H18FO3P in a non-equilibrium geometry (ωB97M-V with the def2-TZVPD basis set, OMol25).

Geometry as XYZ:
```
33
Properties=species:S:1:pos:R:3
C 4.007 -0.065 1.411
C 2.803 0.507 0.898
C 1.777 0.938 0.462
C 0.638 1.451 -0.226
F 0.910 1.857 -1.553
C -0.014 2.563 0.533
C -1.502 2.646 0.421
P -0.311 -0.098 -0.608
O 0.491 -1.129 -1.296
O -0.889 -0.523 0.790
C -0.611 -1.812 1.422
C 0.838 -1.899 1.834
O -1.539 0.442 -1.525
C -1.901 -0.234 -2.648
C -2.505 -1.692 -2.472
H 4.638 -0.035 0.509
H 3.764 -1.050 1.645
H 4.455 0.421 2.308
H 0.371 3.501 0.167
H 0.299 2.492 1.616
H -2.025 1.665 0.833
H -1.857 3.545 0.968
H -1.864 2.624 -0.607
H -1.148 -1.656 2.365
H -0.968 -2.612 0.840
H 1.504 -2.128 1.053
H 1.093 -0.897 2.292
H 1.036 -2.850 2.363
H -2.771 0.351 -3.130
H -1.026 -0.264 -3.300
H -1.811 -2.353 -1.930
H -3.440 -1.558 -1.983
H -2.443 -2.150 -3.454
```

Values from the calculation:
* SMILES: CC#C[C@](F)(CC)P(=O)(OCC)OCC
* E_LUMO: 0.861 eV
* orbital gap: 10.54 eV
* charge: 0
* E_tot: -28809.8165 eV
* ΔE to the lowest compared entry with this formula, charge and spin: 6.31 kcal per mole

Atomic partial charges in e from the natural (NBO) method, atoms 1 to 8: atom 1 (C): -0.693, atom 2 (C): 0.099, atom 3 (C): -0.111, atom 4 (C): -0.043, atom 5 (F): -0.357, atom 6 (C): -0.427, atom 7 (C): -0.619, atom 8 (P): 2.385

---

# C10H18MgNO8PS

A structure of composition C10H18MgNO8PS in a non-equilibrium geometry (ωB97M-V with the def2-TZVPD basis set, OMol25).

Geometry as XYZ:
```
40
Properties=species:S:1:pos:R:3
C 1.997 -2.585 0.416
S 0.778 -1.289 0.618
O 0.982 -0.725 1.926
O -0.507 -1.908 0.467
C 1.025 0.100 -0.536
C 0.055 0.368 -1.720
C -1.209 -0.481 -1.910
C -2.491 0.100 -1.289
C -2.906 -0.542 0.004
O -3.343 -1.866 -0.270
C -3.453 -2.641 0.826
O -4.048 -3.698 0.814
C 2.408 -0.114 -1.211
N 3.460 0.139 -0.225
C 2.952 0.997 0.731
O 3.515 1.375 1.722
C 1.504 1.332 0.265
P 0.426 2.061 1.515
O 0.981 2.027 2.852
O -1.058 1.561 1.494
O 0.316 3.776 1.173
H 2.234 -2.794 -0.614
H 2.850 -2.352 1.031
H 1.497 -3.446 0.830
H 0.612 0.320 -2.640
H -0.262 1.403 -1.652
H -1.099 -1.525 -1.669
H -1.392 -0.462 -2.975
H -2.411 1.182 -1.206
H -3.295 -0.081 -1.986
H -3.754 0.012 0.408
H -2.143 -0.536 0.771
H -2.967 -2.297 1.747
H 2.513 -0.987 -1.834
H 2.545 0.693 -1.923
H 3.954 -0.660 0.138
H 1.619 2.082 -0.523
H -1.539 1.660 0.656
H -0.502 3.962 1.646
Mg 0.156 5.839 2.131
```

Values from the calculation:
* E_LUMO: -12.799 eV
* orbital gap: 1.49 eV
* charge: +2
* E_tot: -54080.5919 eV

Atomic partial charges in e from the natural (NBO) method, atoms 1 to 8: atom 1 (C): -0.867, atom 2 (S): 2.167, atom 3 (O): -0.949, atom 4 (O): -0.939, atom 5 (C): -0.285, atom 6 (C): -0.397, atom 7 (C): -0.414, atom 8 (C): -0.420

---

# C10H18N

The ion C10H18N with charge +1 in a non-equilibrium geometry (ωB97M-V with the def2-TZVPD basis set, OMol25).

Geometry as XYZ:
```
29
Properties=species:S:1:pos:R:3
C 1.565 0.211 -1.180
C 0.781 0.242 0.078
C -0.451 -0.229 0.192
C -1.026 -0.834 -0.979
C -1.771 -2.125 -0.840
C -1.175 -0.088 -2.066
N -0.841 1.386 -2.200
C -1.110 -0.158 1.499
C -0.177 0.961 2.192
C 1.189 0.873 1.411
C 2.225 -0.172 1.973
H 2.536 0.289 -0.993
H 1.417 1.055 -1.904
H 1.423 -0.633 -1.728
H -2.193 -2.499 -1.689
H -2.595 -2.081 -0.116
H -1.130 -2.851 -0.568
H -1.601 -0.322 -3.055
H -0.088 1.286 -2.833
H -0.604 1.533 -1.149
H -1.644 1.662 -2.703
H -2.051 0.155 1.441
H -1.100 -0.954 2.228
H -0.538 1.902 1.994
H -0.064 0.581 3.288
H 1.442 1.868 1.297
H 2.899 -0.408 1.128
H 1.869 -1.030 2.584
H 2.814 0.382 2.699
```

Values from the calculation:
* SMILES: CC1=C(/C(C)=C\[NH3+])CC[C@H]1C
* E_LUMO: -3.196 eV
* orbital gap: 9.69 eV
* charge: +1
* E_tot: -12142.1891 eV
* ΔE to the lowest compared entry with this formula, charge and spin: 81.89 kcal per mole

Atomic partial charges in e from the natural (NBO) method, atoms 1 to 8: atom 1 (C): -0.652, atom 2 (C): 0.099, atom 3 (C): -0.107, atom 4 (C): 0.061, atom 5 (C): -0.628, atom 6 (C): -0.093, atom 7 (N): -0.733, atom 8 (C): -0.442

---

# C10H18N2

A cluster of 2 separate species, C10H18N2 in total in a non-equilibrium geometry (ωB97M-V with the def2-TZVPD basis set, OMol25).

Geometry as XYZ:
```
30
Properties=species:S:1:pos:R:3
C 2.658 0.447 -0.173
C 3.625 0.300 1.012
C 3.318 -0.744 2.036
C 4.379 -1.561 2.241
C 5.444 -1.152 1.326
C 4.991 -0.107 0.581
H 2.768 -0.428 -0.838
H 1.619 0.568 0.140
H 2.968 1.350 -0.723
H 3.681 1.254 1.556
H 2.386 -0.755 2.605
H 4.409 -2.360 2.987
H 6.424 -1.629 1.266
H 5.524 0.434 -0.219
C -0.938 1.810 -0.959
N -1.914 2.213 -1.671
N -3.072 1.532 -1.683
C -3.290 0.380 -0.824
C -4.638 -0.237 -1.100
C -4.862 -1.517 -0.285
H -0.968 0.980 -0.250
H -0.011 2.370 -1.053
H -3.875 2.128 -1.845
H -3.133 0.648 0.239
H -2.518 -0.371 -1.053
H -5.451 0.471 -0.897
H -4.734 -0.483 -2.165
H -5.768 -1.997 -0.643
H -4.039 -2.245 -0.406
H -4.984 -1.298 0.799
```

Values from the calculation:
* SMILES: CC1C=CC=C1.C=NNCCC
* E_LUMO: 0.831 eV
* orbital gap: 9.24 eV
* charge: 0
* E_tot: -13639.6169 eV
* ΔE to the lowest compared entry with this formula, charge and spin: 57.58 kcal per mole

Atomic partial charges in e from the natural (NBO) method, atoms 1 to 8: atom 1 (C): -0.584, atom 2 (C): -0.325, atom 3 (C): -0.171, atom 4 (C): -0.242, atom 5 (C): -0.238, atom 6 (C): -0.172, atom 7 (H): 0.216, atom 8 (H): 0.209

---

# C10H18N2O3

The molecule C10H18N2O3 in a non-equilibrium geometry (ωB97M-V with the def2-TZVPD basis set, OMol25).

Geometry as XYZ:
```
33
Properties=species:S:1:pos:R:3
C 3.032 -1.317 1.682
C 1.582 -0.689 1.679
C 0.489 -1.666 1.313
C 1.607 0.462 0.648
N 2.636 1.297 1.417
C 0.265 1.217 0.497
O -0.305 2.011 1.320
N -0.481 0.915 -0.635
C -0.026 0.131 -1.740
C -1.286 -0.405 -2.407
C -2.159 0.837 -2.174
C -1.936 1.271 -0.775
C -2.897 0.495 0.097
O -3.630 1.024 0.880
O -3.084 -0.735 -0.289
H 3.499 -0.687 2.505
H 3.393 -1.383 0.630
H 3.149 -2.416 1.931
H 1.578 -0.145 2.612
H 0.006 -1.418 0.305
H 0.838 -2.649 1.327
H -0.399 -1.793 1.942
H 1.934 0.073 -0.266
H 2.083 1.934 2.007
H 2.972 1.882 0.698
H 0.565 0.876 -2.447
H 0.699 -0.607 -1.534
H -1.824 -1.266 -1.938
H -1.130 -0.609 -3.484
H -3.226 0.679 -2.477
H -1.912 1.565 -2.902
H -2.191 2.239 -0.551
H -3.843 -1.123 0.130
```

Values from the calculation:
* SMILES: CC(C)[C@H](N)C(=O)N1CCC[C@H]1C(=O)O
* E_LUMO: 0.544 eV
* orbital gap: 9.84 eV
* charge: 0
* E_tot: -19783.0696 eV
* ΔE to the lowest compared entry with this formula, charge and spin: 64.98 kcal per mole

Atomic partial charges in e from the natural (NBO) method, atoms 1 to 8: atom 1 (C): -0.619, atom 2 (C): -0.210, atom 3 (C): -0.635, atom 4 (C): -0.144, atom 5 (N): -0.815, atom 6 (C): 0.675, atom 7 (O): -0.633, atom 8 (N): -0.432